No. 1
The following is a DFT calculation (wB97M-V/def2-TZVPD) of C41H39GeN3Ru as an isolated structure at a distorted geometry.

Results
* <S²>: 1.015
* spin multiplicity: 2
* energy: -3920.78834 hartree
* frontier orbital gap (alpha / beta): 5.24 / 4.39 eV
* charge: +3

CARTESIAN COORDINATES (ANGSTROEM)
Ru -0.366 -0.477 -0.517
C 1.341 -5.893 -0.475
C 0.324 -5.917 -1.433
C -0.415 -4.791 -1.691
C -0.156 -3.588 -0.971
C 0.913 -3.571 -0.031
C 1.638 -4.708 0.210
N -0.866 -2.464 -1.196
C -2.100 -2.392 -1.794
C -2.312 -1.314 -2.678
C -3.546 -1.119 -3.258
C -4.588 -1.998 -2.974
C -4.385 -3.077 -2.113
C -3.157 -3.280 -1.521
H 1.911 -6.791 -0.274
H 0.122 -6.823 -1.988
H -1.165 -4.789 -2.469
H 1.115 -2.658 0.509
H 2.441 -4.697 0.936
H -1.450 -0.708 -2.966
H -3.697 -0.309 -3.959
H -5.555 -1.846 -3.434
H -5.202 -3.754 -1.899
H -3.001 -4.087 -0.817
C -0.800 2.120 -3.444
Ge -0.581 1.802 -1.513
C -2.426 1.527 -0.750
C -2.756 0.440 0.056
C -4.029 0.287 0.574
C -4.993 1.238 0.262
C -4.683 2.314 -0.556
C -3.401 2.461 -1.074
C 0.406 3.265 -0.688
C 1.155 4.045 -1.565
C 1.731 5.238 -1.143
C 1.597 5.635 0.173
C 0.888 4.851 1.108
C 0.753 5.260 2.453
C 0.106 4.467 3.367
C -0.423 3.231 2.971
C -0.315 2.817 1.663
C 0.313 3.616 0.692
H -0.941 3.191 -3.590
H -1.696 1.599 -3.778
H 0.042 1.793 -4.052
H -2.012 -0.345 0.350
H -4.268 -0.551 1.216
H -5.991 1.133 0.666
H -5.436 3.054 -0.794
H -3.163 3.307 -1.709
H 1.264 3.742 -2.600
H 2.277 5.850 -1.848
H 2.062 6.553 0.511
H 1.162 6.216 2.752
H 0.003 4.797 4.392
H -0.921 2.604 3.700
H -0.704 1.849 1.371
C 4.116 0.221 -3.274
C 3.979 -0.568 -1.959
C 4.845 0.071 -0.857
C 4.357 -2.048 -2.165
C 2.590 -0.526 -1.536
N 1.487 -0.512 -1.220
H 5.153 0.166 -3.600
H 3.859 1.272 -3.132
H 3.489 -0.198 -4.061
H 5.886 0.033 -1.176
H 4.757 -0.467 0.087
H 4.576 1.115 -0.698
H 5.392 -2.096 -2.501
H 3.728 -2.515 -2.923
H 4.271 -2.611 -1.236
N 0.144 -0.629 1.621
C 0.230 -0.658 2.768
C 0.335 -0.697 4.172
C -0.384 -1.668 4.886
C -0.269 -1.719 6.260
C 0.559 -0.818 6.922
C 1.266 0.151 6.214
C 1.158 0.221 4.841
H -1.021 -2.366 4.358
H -0.821 -2.460 6.821
H 0.657 -0.872 7.998
H 1.901 0.847 6.743
H 1.699 0.972 4.279

Löwdin charges, unit e, in atom order: Ru 0.988; C 0.009; C -0.019; C 0.027; C -0.243; C -0.019; C -0.035; N 0.036; C -0.305; C -0.056; C -0.039; C -0.013; C -0.022; C 0.002; H 0.132; H 0.132; H 0.129; H 0.067; H 0.125; H 0.088; H 0.123; H 0.128; H 0.129; H 0.131; C -0.190; Ge 1.011; C -0.326; C -0.190; C -0.042; C -0.031; C -0.028; C -0.074; C -0.229; C -0.081; C -0.018; C 0.057; C -0.143; C 0.019; C -0.030; C -0.038; C -0.046; C -0.175; H 0.047; H 0.022; H 0.037; H 0.034; H 0.124; H 0.127; H 0.128; H 0.118; H 0.104; H 0.129; H 0.141; H 0.134; H 0.125; H 0.117; H 0.057; C -0.015; C -0.574; C -0.015; C -0.015; C -0.061; N 0.060; H 0.108; H 0.090; H 0.098; H 0.108; H 0.096; H 0.094; H 0.108; H 0.098; H 0.090; N 0.123; C -0.075; C -0.222; C -0.009; C -0.033; C -0.013; C -0.036; C -0.018; H 0.125; H 0.125; H 0.128; H 0.124; H 0.122



No. 2
The following is a DFT calculation (wB97M-V/def2-TZVPD) of a 6-piece molecular cluster, C41H40FN6O12 overall at a distorted geometry.

Results
* energy: -2916.90497 hartree
* frontier orbital gap: 6.88 eV
* energy above the lowest of the compared OMol25 structures with the same formula, charge and spin: 0.0 kJ/mol
* charge: +1

CARTESIAN COORDINATES (ANGSTROEM)
O -0.650 1.162 1.399
C -0.375 1.781 0.430
F 0.036 1.163 -0.721
C -0.457 3.352 0.447
C -1.636 3.870 1.317
C -1.378 4.992 2.184
N -2.365 5.533 2.973
C -3.632 5.026 2.956
C -4.033 3.882 2.121
C -5.530 3.457 2.203
C -5.904 2.152 1.408
C -6.804 2.411 0.126
C -8.048 3.331 0.400
O -7.772 4.709 0.029
C -3.002 3.287 1.277
H -0.559 3.723 -0.614
H 0.505 3.797 0.845
H -0.353 5.430 2.227
H -2.167 6.336 3.570
H -4.404 5.525 3.591
H -5.765 3.254 3.287
H -6.140 4.359 1.919
H -5.012 1.565 1.046
H -6.483 1.421 2.041
H -6.166 2.819 -0.700
H -7.211 1.401 -0.167
H -8.941 2.999 -0.195
H -8.345 3.363 1.488
H -7.008 4.742 -0.567
H -3.242 2.426 0.619
C 4.463 0.540 3.030
C 4.750 1.413 4.074
C 4.428 2.759 3.964
C 3.815 3.216 2.804
C 3.532 2.355 1.755
C 3.858 1.012 1.871
N 3.447 4.629 2.690
O 3.724 5.365 3.616
O 2.873 4.994 1.668
H 4.710 -0.509 3.124
H 5.223 1.042 4.975
H 4.655 3.430 4.781
H 3.058 2.707 0.847
H 3.639 0.329 1.059
C 1.555 -3.688 7.004
C 2.680 -3.013 7.465
C 3.640 -2.570 6.568
C 3.461 -2.805 5.210
C 2.345 -3.485 4.742
C 1.390 -3.928 5.645
N 4.458 -2.319 4.256
O 5.438 -1.741 4.701
O 4.252 -2.516 3.064
H 0.804 -4.028 7.707
H 2.805 -2.830 8.525
H 4.513 -2.045 6.936
H 2.204 -3.674 3.686
H 0.514 -4.457 5.289
C 4.124 -6.452 -0.911
C 3.874 -5.418 -0.017
C 2.773 -5.479 0.825
C 1.932 -6.583 0.765
C 2.170 -7.617 -0.130
C 3.272 -7.548 -0.970
N 0.780 -6.664 1.670
O 0.588 -5.729 2.432
O 0.084 -7.659 1.615
H 4.989 -6.404 -1.563
H 4.540 -4.565 0.026
H 2.587 -4.669 1.517
H 1.513 -8.476 -0.182
H 3.469 -8.350 -1.671
C -0.956 -1.396 -1.782
C -2.041 -2.262 -1.863
C -2.595 -2.567 -3.099
C -2.050 -2.003 -4.245
C -0.972 -1.133 -4.173
C -0.424 -0.830 -2.935
N -2.616 -2.342 -5.556
O -3.574 -3.094 -5.582
O -2.093 -1.854 -6.543
H -0.522 -1.165 -0.817
H -2.453 -2.701 -0.963
H -3.440 -3.242 -3.153
H -0.548 -0.689 -5.064
H 0.420 -0.154 -2.868
C 0.507 2.619 -9.635
C 0.185 1.274 -9.501
C 0.537 0.586 -8.349
C 1.208 1.258 -7.336
C 1.541 2.601 -7.463
C 1.188 3.280 -8.620
N 1.559 0.541 -6.107
O 1.267 -0.641 -6.039
O 2.118 1.166 -5.221
H 0.226 3.154 -10.535
H -0.345 0.762 -10.295
H 0.281 -0.462 -8.254
H 2.068 3.125 -6.677
H 1.440 4.328 -8.729

Löwdin population analysis, charges in e, atoms 1 to 99: O 0.173; C -0.412; F 0.091; C -0.022; C -0.111; C 0.030; N 0.092; C 0.037; C -0.102; C -0.137; C -0.185; C -0.170; C -0.236; O -0.107; C 0.114; H 0.147; H 0.123; H 0.155; H 0.183; H 0.160; H 0.134; H 0.122; H 0.099; H 0.124; H 0.114; H 0.121; H 0.121; H 0.128; H 0.074; H 0.127; C -0.049; C -0.041; C 0.005; C -0.155; C -0.016; C -0.045; N -0.350; O 0.088; O 0.033; H 0.059; H 0.111; H 0.121; H 0.110; H 0.114; C -0.062; C -0.062; C 0.000; C -0.139; C 0.005; C -0.053; N -0.342; O 0.071; O 0.056; H 0.111; H 0.111; H 0.120; H 0.100; H 0.111; C -0.066; C -0.061; C -0.002; C -0.144; C 0.000; C -0.061; N -0.347; O 0.053; O 0.087; H 0.110; H 0.110; H 0.100; H 0.121; H 0.111; C -0.083; C -0.067; C -0.004; C -0.136; C 0.003; C -0.062; N -0.348; O 0.081; O 0.075; H 0.093; H 0.107; H 0.120; H 0.085; H 0.100; C -0.066; C -0.057; C 0.006; C -0.144; C -0.006; C -0.066; N -0.337; O 0.055; O 0.071; H 0.110; H 0.113; H 0.121; H 0.118



No. 3
The following is a DFT calculation (wB97M-V/def2-TZVPD) of C41H40N5O5RuS as an isolated structure at a distorted geometry.

Results
* <S²>: 0.811
* spin multiplicity: 2
* energy: -2729.48774 hartree
* frontier orbital gap (alpha / beta): 6.54 / 6.97 eV
* energy above the lowest of the compared OMol25 structures with the same formula, charge and spin: 113.4 kJ/mol

CARTESIAN COORDINATES (ANGSTROEM)
Ru 0.435 -0.568 0.257
C -3.897 -2.936 0.589
C -2.852 -3.260 1.622
C -3.046 -4.372 2.439
C -2.088 -4.787 3.346
C -0.870 -4.125 3.377
C -0.650 -3.018 2.569
C 0.688 -2.362 2.545
C -1.668 -2.523 1.759
N -1.438 -1.320 1.004
C -2.438 -0.420 0.946
O -3.433 -0.328 1.655
C -2.195 0.607 -0.100
C -3.123 1.563 -0.447
C -2.758 2.538 -1.369
C -1.474 2.538 -1.888
C -0.605 1.547 -1.483
N -0.978 0.594 -0.639
C 0.823 1.491 -1.875
O 1.282 2.270 -2.700
N 1.451 0.511 -1.214
C 2.889 0.451 -1.267
C 3.539 -0.664 -1.791
C 2.767 -1.815 -2.362
C 4.929 -0.694 -1.803
C 5.670 0.375 -1.332
C 5.015 1.480 -0.818
C 3.626 1.529 -0.767
C 2.939 2.729 -0.181
H -4.498 -3.820 0.380
H -3.431 -2.606 -0.343
H -4.557 -2.138 0.927
H -3.970 -4.931 2.339
H -2.269 -5.636 3.992
H -0.077 -4.461 4.037
H 1.450 -2.954 3.053
H 0.673 -1.382 3.012
H 1.024 -2.257 1.501
H -4.094 1.534 0.027
H -3.463 3.305 -1.659
H -1.114 3.288 -2.578
H 2.246 -1.524 -3.279
H 2.001 -2.163 -1.677
H 3.434 -2.648 -2.586
H 5.434 -1.572 -2.191
H 6.752 0.349 -1.368
H 5.583 2.325 -0.447
H 3.651 3.351 0.362
H 2.148 2.424 0.499
H 2.477 3.330 -0.966
O -0.301 1.466 1.807
C 0.548 1.614 2.941
C 1.889 1.031 2.464
O 2.911 1.328 3.033
O 1.846 0.148 1.482
C 0.081 0.776 4.136
C 0.901 0.688 5.262
C 0.511 -0.073 6.351
C -0.701 -0.756 6.335
C -1.528 -0.653 5.228
C -1.140 0.119 4.137
C 0.602 3.098 3.317
C 1.596 3.959 2.865
C 1.525 5.318 3.138
C 0.464 5.837 3.864
C -0.538 4.987 4.312
C -0.467 3.628 4.038
H -1.197 1.743 2.042
H 1.849 1.212 5.266
H 1.157 -0.131 7.219
H -0.996 -1.364 7.181
H -2.479 -1.171 5.198
H -1.811 0.174 3.291
H 2.437 3.569 2.316
H 2.308 5.975 2.779
H 0.415 6.897 4.077
H -1.373 5.378 4.881
H -1.253 2.971 4.395
S -0.361 -3.186 -0.941
C 0.852 -4.303 -1.374
N 1.546 -4.946 -0.430
C 2.607 -5.916 -0.687
C 3.225 -5.625 -2.041
C 2.126 -5.551 -3.085
N 1.130 -4.576 -2.651
H 1.243 -4.772 0.515
H 2.204 -6.932 -0.658
H 3.352 -5.829 0.102
H 3.948 -6.396 -2.300
H 3.743 -4.666 -1.997
H 1.663 -6.532 -3.222
H 2.525 -5.233 -4.046
H 0.581 -4.070 -3.325

Löwdin charges, unit e, in atom order: Ru 1.386; C -0.041; C -0.210; C -0.049; C -0.085; C -0.056; C -0.246; C -0.052; C -0.253; N -0.045; C -0.527; O 0.052; C -0.183; C 0.030; C -0.011; C 0.036; C -0.150; N 0.034; C -0.497; O 0.062; N -0.009; C -0.187; C -0.207; C -0.056; C -0.057; C -0.083; C -0.040; C -0.187; C -0.024; H 0.080; H 0.071; H 0.076; H 0.109; H 0.099; H 0.109; H 0.100; H 0.061; H 0.015; H 0.128; H 0.116; H 0.129; H 0.097; H -0.003; H 0.057; H 0.103; H 0.100; H 0.110; H 0.085; H 0.054; H 0.086; O -0.023; C -0.314; C -0.539; O 0.113; O -0.164; C -0.167; C -0.012; C -0.066; C -0.082; C -0.060; C -0.032; C -0.119; C -0.010; C -0.066; C -0.090; C -0.076; C -0.023; H 0.111; H 0.124; H 0.104; H 0.101; H 0.113; H 0.091; H 0.088; H 0.105; H 0.101; H 0.102; H 0.120; S 0.708; C -0.822; N 0.036; C -0.156; C -0.162; C -0.157; N 0.023; H 0.125; H 0.124; H 0.125; H 0.121; H 0.103; H 0.123; H 0.125; H 0.128



No. 4
The following is a DFT calculation (wB97M-V/def2-TZVPD) of a 7-piece molecular cluster, C41H40N6O17S overall at a distorted geometry.

Results
* energy: -3591.52313 hartree
* frontier orbital gap: 8.80 eV

CARTESIAN COORDINATES (ANGSTROEM)
C -5.208 -5.638 -0.085
C -4.780 -5.651 1.486
C -3.207 -5.897 1.516
O -2.813 -7.077 1.353
O -2.215 -4.890 1.694
C -2.735 -3.606 1.238
C -1.590 -2.511 0.981
O -0.827 -2.704 -0.237
S -1.487 -1.952 -1.574
O -1.948 -0.519 -1.252
O -2.933 -2.712 -2.068
H -6.340 -5.823 -0.193
H -4.582 -6.368 -0.696
H -5.032 -4.602 -0.552
H -5.115 -4.657 1.941
H -5.353 -6.467 2.041
H -3.245 -3.789 0.237
H -3.473 -3.191 2.011
H -0.845 -2.642 1.847
H -2.046 -1.480 1.121
H -3.687 -2.371 -1.536
C -0.405 1.189 -3.423
C 0.626 1.097 -4.353
C 0.619 1.905 -5.485
C -0.427 2.807 -5.673
C -1.467 2.899 -4.750
C -1.452 2.084 -3.623
N -0.427 3.678 -6.850
O 0.491 3.557 -7.648
O -1.342 4.479 -6.966
H -0.393 0.561 -2.538
H 1.437 0.397 -4.193
H 1.428 1.824 -6.201
H -2.286 3.594 -4.893
H -2.254 2.149 -2.896
C 7.168 1.808 -3.166
C 7.095 0.442 -2.912
C 5.876 -0.140 -2.578
C 4.736 0.658 -2.505
C 4.804 2.027 -2.750
C 6.027 2.601 -3.081
N 3.447 0.046 -2.178
O 3.427 -1.155 -1.951
O 2.461 0.769 -2.155
H 8.119 2.258 -3.432
H 7.989 -0.172 -2.979
H 5.832 -1.205 -2.383
H 3.921 2.655 -2.691
H 6.090 3.666 -3.277
C 0.659 0.883 6.828
C 0.014 1.752 5.952
C -0.744 1.245 4.902
C -0.854 -0.134 4.741
C -0.205 -1.009 5.609
C 0.554 -0.495 6.655
N -1.672 -0.668 3.652
O -2.211 0.130 2.899
O -1.775 -1.883 3.556
H 1.245 1.281 7.650
H 0.099 2.824 6.090
H -1.242 1.933 4.228
H -0.282 -2.084 5.487
H 1.061 -1.167 7.338
C -6.530 1.583 -1.180
C -5.455 0.772 -0.826
C -5.550 -0.055 0.289
C -6.726 -0.065 1.035
C -7.801 0.749 0.689
C -7.697 1.576 -0.423
N -6.837 -0.955 2.194
O -5.867 -1.643 2.479
O -7.893 -0.963 2.806
H -6.457 2.224 -2.054
H -4.545 0.781 -1.418
H -4.706 -0.682 0.557
H -8.717 0.750 1.269
H -8.529 2.213 -0.704
C 10.497 -4.388 0.222
C 11.530 -4.482 -0.706
C 11.527 -3.673 -1.837
C 10.483 -2.770 -2.027
C 9.442 -2.676 -1.106
C 9.453 -3.490 0.021
N 10.488 -1.899 -3.204
O 11.405 -2.021 -3.998
O 9.573 -1.094 -3.322
H 10.506 -5.016 1.107
H 12.341 -5.184 -0.544
H 12.337 -3.756 -2.552
H 8.624 -1.978 -1.250
H 8.648 -3.423 0.745
C -4.442 5.836 0.986
C -5.162 5.769 2.175
C -4.522 5.416 3.358
C -3.157 5.136 3.338
C -2.432 5.194 2.150
C -3.082 5.545 0.971
N -2.473 4.788 4.585
O -3.143 4.728 5.604
O -1.269 4.581 4.536
H -4.945 6.118 0.065
H -6.223 5.995 2.180
H -5.093 5.367 4.278
H -1.371 4.973 2.126
H -2.526 5.596 0.041

Löwdin population analysis, charges in e, atoms 1 to 99: C -0.096; C -0.128; C -0.381; O 0.055; O -0.019; C -0.148; C -0.205; O -0.333; S 1.016; O -0.472; O -0.298; H 0.085; H 0.090; H 0.058; H 0.101; H 0.126; H 0.100; H 0.130; H 0.136; H 0.098; H 0.051; C -0.068; C -0.065; C 0.005; C -0.151; C -0.006; C -0.058; N -0.351; O 0.069; O 0.065; H 0.070; H 0.095; H 0.119; H 0.115; H 0.101; C -0.059; C -0.058; C 0.006; C -0.145; C -0.003; C -0.066; N -0.335; O 0.079; O 0.051; H 0.111; H 0.059; H 0.117; H 0.119; H 0.108; C -0.065; C -0.055; C 0.006; C -0.135; C 0.000; C -0.066; N -0.312; O 0.079; O 0.045; H 0.109; H 0.102; H 0.106; H 0.120; H 0.108; C -0.069; C -0.057; C 0.003; C -0.142; C -0.002; C -0.068; N -0.343; O 0.060; O 0.080; H 0.108; H 0.098; H 0.106; H 0.120; H 0.108; C -0.069; C -0.064; C 0.001; C -0.138; C 0.005; C -0.062; N -0.324; O 0.094; O 0.037; H 0.109; H 0.110; H 0.121; H 0.112; H 0.111; C -0.072; C -0.066; C 0.000; C -0.144; C 0.001; C -0.064; N -0.339; O 0.082



> Which of these has the highest energy?

C41H40N5O5RuS